1.
ORCA calculation (wB97M-V/def2-TZVPD) on a structure of composition CHCrF4NO5S2 in a non-equilibrium geometry.

Geometry as XYZ:
```
15
Properties=species:S:1:pos:R:3:mulliken_spin:R:1
N -0.8264 -1.0203 -0.8612 0.0024
S -2.0611 -0.6474 0.3425 -0.0854
O -3.2735 -0.5627 -0.5008 0.0027
O -2.0404 -1.7851 1.2922 -0.0035
S 0.6561 -0.8062 -0.8518 -0.0207
O 1.1016 0.5161 -1.8598 0.0007
O 1.5375 -1.7693 -1.4945 0.0010
C 1.4584 -0.5671 0.8519 0.0101
F 0.6519 0.1078 1.6550 -0.0210
F 1.7014 -1.7450 1.3738 -0.0013
F 2.5834 0.0847 0.6664 -0.0005
F -0.0777 1.1113 -2.3323 0.0036
Cr -1.3441 1.5422 1.3321 4.1088
O -0.0665 2.6235 0.6477 -0.0080
H -0.0008 2.9176 -0.2612 0.0112
```

- spin multiplicity = 5
- E_LUMO (spin up / spin down) (hartree) = -0.072 / -0.068
- gap between HOMO and LUMO (spin up / spin down) (eV) = 7.97 / 8.25
- ⟨S²⟩ = 6.0374

2.
ORCA calculation (wB97M-V/def2-TZVPD) on a structure of composition CHCsNaO2.

Geometry as XYZ:
```
6
Properties=species:S:1:pos:R:3:mulliken_charge:R:1
O -1.1625 -0.5288 2.6816 -0.1313
C -1.7698 -1.4437 2.9646 0.1207
H 0.6540 -0.7136 -1.0143 0.2102
O 0.5529 0.2484 -0.9382 -1.1302
Na 0.3072 0.8997 1.0971 0.9528
Cs 1.4181 1.5379 -4.7908 0.9778
```

- E_LUMO (hartree) = -0.126
- gap between HOMO and LUMO (eV) = 7.41
- charge = +1

3.
ORCA calculation (wB97M-V/def2-TZVPD) on a structure of composition CHCuO2 in a non-equilibrium geometry.

Geometry as XYZ:
```
5
Properties=species:S:1:pos:R:3:mulliken_spin:R:1
H -1.7071 -0.0956 -0.2111 0.3143
O -1.0380 0.1174 0.9218 -0.1003
C 0.1445 -0.3199 1.1962 0.7229
O 0.9377 -1.0845 0.6565 0.1738
Cu 0.2524 0.7828 -0.8949 0.8893
```

- spin multiplicity = 3
- E_LUMO (spin up / spin down) (hartree) = -0.030 / -0.083
- ΔE to the lowest compared entry with this formula, charge and spin (kcal per mole) = 50.66
- gap between HOMO and LUMO (spin up / spin down) (eV) = 5.79 / 8.10
- ⟨S²⟩ = 2.0077

Number 1: electronic energy -73734.4751 eV. Number 2: electronic energy -10107.1223 eV. Number 3: electronic energy -49781.8852 eV.